## w
Computed, not measured: C5H8 in the gas phase, with ωB97M-V with the def2-TZVPD basis set.

Calculated values
M, g mol⁻¹: 68.119
E_HOMO (spin up / spin down), eV: -8.61 / -8.61
Gap between HOMO and LUMO (spin up / spin down), eV: 8.318 / 8.319

CARTESIAN COORDINATES (ANGSTROEM)
C -1.30751 0.22322 -0.09044
C 0.00022 1.00975 0.14968
C 1.96987 -0.56760 0.61200
C 0.79316 -0.29916 -0.21633
C -0.51658 -1.10224 -0.05057
H -1.71915 0.42611 -1.08428
H -2.10038 0.35604 0.65148
H 0.19770 1.89035 -0.46732
H 0.13081 1.27961 1.20308
H 2.62493 0.32019 0.43680
H 1.13001 -0.24154 -1.26747
H -0.75174 -1.84803 -0.81542
H -0.53848 -1.57981 0.93414

=====

## x
Computed, not measured: a molecular structure, C5H8, with ωB97M-V with the def2-TZVPD basis set.

Calculated values
M, g mol⁻¹: 68.119
E_HOMO, eV: -7.65
Gap between HOMO and LUMO, eV: 8.226

CARTESIAN COORDINATES (ANGSTROEM)
C 1.18314 0.72750 -0.06847
C -1.02948 0.53233 -1.37341
C -0.24534 0.45226 -0.09855
C 0.22874 -1.55228 1.56752
C 0.11241 -0.81279 0.48894
H -1.12736 1.57178 -1.68286
H 1.68520 1.13234 0.79143
H 1.75103 0.65335 -0.97996
H -0.66873 1.05572 0.72177
H -0.52952 -0.01173 -2.17226
H -2.01381 0.09123 -1.22647
H 0.98526 -1.37123 2.32691
H -0.33153 -2.46847 1.70541

=====

Pick x: it beats the second-best structure by 8.5 kcal/mol.